# 1
The following is a DFT calculation (the ωB97M-V functional and the def2-TZVPD basis) of 2 unconnected molecules or ions with the total composition C2H7BS.

Highest occupied orbital energy in Eh: -0.3149
Spin multiplicity: 1

Structure (XYZ):
```
11
Properties=species:S:1:pos:R:3:nbo_charge:R:1
B -0.669 0.020 0.144 0.56
C 0.669 -1.905 -0.476 -0.81
C 0.031 1.316 0.696 -1.07
S -2.408 -0.167 -0.151 -0.16
H 1.452 -1.524 0.322 0.20
H 1.121 -1.821 -1.448 0.20
H 0.149 -2.870 -0.164 0.21
H 0.801 1.505 -0.112 0.26
H 0.456 1.123 1.662 0.26
H -0.588 2.262 0.600 0.24
H -2.736 1.072 -0.078 0.12
```

# 2
The following is a DFT calculation (the ωB97M-V functional and the def2-TZVPD basis) of a molecular structure, CH4NO2PS.

Highest occupied orbital energy in Eh: -0.2942
Spin multiplicity: 1

Structure (XYZ):
```
10
Properties=species:S:1:pos:R:3:nbo_charge:R:1
C 1.699 0.522 -0.209 0.21
N -1.421 -0.029 0.038 -1.16
O 1.413 0.803 -1.310 -0.60
O -0.667 2.299 0.235 -0.95
P -0.369 0.806 0.907 1.25
S 3.589 -0.038 -0.040 -0.20
H 3.842 0.004 1.403 0.15
H -1.651 -0.915 0.363 0.41
H -1.244 0.072 -0.933 0.41
H 0.108 2.746 0.378 0.48
```

# 3
The following is a DFT calculation (the ωB97M-V functional and the def2-TZVPD basis) of a gas-phase ion, C3H7N2 (charge +1).

Highest occupied orbital energy in Eh: -0.5737
Spin multiplicity: 1
Charge: +1
Structure (SMILES): CC1=[NH+]N1C

Structure (XYZ):
```
12
Properties=species:S:1:pos:R:3:nbo_charge:R:1
C -1.883 -0.194 0.179 -0.78
C -0.625 0.363 0.173 0.60
N 0.120 1.172 -0.437 -0.34
N 1.048 0.614 0.537 -0.11
C 1.794 -0.492 0.078 -0.46
H -2.448 0.201 1.027 0.33
H -1.847 -1.192 0.555 0.31
H -2.440 -0.141 -0.763 0.30
H 0.166 1.769 -1.224 0.45
H 1.153 -0.975 -0.568 0.19
H 2.753 0.051 -0.340 0.25
H 2.208 -1.176 0.784 0.26
```

# 4
The following is a DFT calculation (the ωB97M-V functional and the def2-TZVPD basis) of a molecular structure, C6H10ClNO.

Highest occupied orbital energy in Eh: -0.3124
Spin multiplicity: 1

Structure (XYZ):
```
19
Properties=species:S:1:pos:R:3:nbo_charge:R:1
C 1.216 2.796 1.010 -0.48
C 0.100 -1.046 1.747 -0.45
C 0.284 1.918 0.630 0.01
C -0.260 -0.782 0.513 0.25
C -1.138 -1.509 -0.396 -0.55
C -0.643 -1.382 -1.865 0.13
N 0.403 0.814 -0.139 -0.68
O -0.625 -0.187 -2.492 -0.70
Cl 1.017 -2.026 -1.776 -0.09
H 0.946 3.746 1.187 0.20
H 2.242 2.513 1.174 0.19
H 0.822 -0.561 2.371 0.22
H -0.313 -1.766 2.314 0.20
H -0.730 2.142 0.596 0.17
H -1.095 -2.543 -0.006 0.25
H -2.242 -1.308 -0.078 0.25
H -1.343 -1.834 -2.510 0.21
H 1.388 0.569 -0.233 0.36
H -0.030 0.446 -2.049 0.50
```

# 5
The following is a DFT calculation (the ωB97M-V functional and the def2-TZVPD basis) of a molecular structure, C33H27BrCoINO2P.

⟨S²⟩: 1.06
Highest occupied orbital energy (spin up / spin down) in Eh: -0.1195 / -0.1253
Spin multiplicity: 2
Charge: -1

Structure (XYZ):
```
67
Properties=species:S:1:pos:R:3:nbo_charge:R:1
Co 0.324 -1.152 0.639 0.74
O -0.013 -0.541 4.571 -0.67
C -0.128 -0.156 3.413 0.78
O -0.499 -0.861 2.424 -0.81
C 0.105 1.351 3.164 -0.12
C 0.107 2.153 4.305 -0.18
C 0.204 3.528 4.226 -0.21
C 0.303 4.144 2.985 -0.22
C 0.313 3.363 1.847 -0.20
C 0.230 1.972 1.920 -0.34
P 0.233 1.043 0.350 0.95
C 1.631 1.724 -0.601 -0.36
C 2.709 2.367 -0.003 -0.14
C 3.800 2.761 -0.762 -0.23
C 3.822 2.527 -2.127 -0.21
C 2.755 1.874 -2.730 -0.22
C 1.677 1.463 -1.970 -0.19
C -1.248 1.793 -0.432 -0.24
C -2.469 1.376 0.104 -0.23
C -3.662 1.859 -0.401 -0.21
C -3.653 2.764 -1.454 -0.22
C -2.446 3.193 -1.984 -0.21
C -1.247 2.713 -1.473 -0.25
H 0.020 1.646 5.256 0.24
H 0.194 4.125 5.130 0.20
H 0.368 5.221 2.905 0.20
H 0.386 3.839 0.876 0.21
H 2.704 2.554 1.062 0.22
H 4.637 3.247 -0.280 0.21
H 4.674 2.832 -2.717 0.21
H 2.775 1.660 -3.789 0.21
H 0.872 0.911 -2.439 0.22
H -2.474 0.666 0.925 0.23
H -4.599 1.514 0.017 0.22
H -4.585 3.133 -1.860 0.20
H -2.433 3.903 -2.800 0.20
H -0.314 3.063 -1.893 0.22
C 4.046 -1.102 -0.762 -0.63
C 3.801 -2.577 -0.694 -0.10
C 4.805 -3.494 -0.937 -0.20
C 4.584 -4.863 -0.834 -0.31
C 3.321 -5.306 -0.466 -0.20
C 2.282 -4.429 -0.221 -0.10
C 0.926 -4.921 0.177 -0.62
C 2.505 -3.030 -0.337 0.23
N 1.516 -2.167 -0.089 -0.90
H 5.083 -0.883 -1.017 0.19
H 3.809 -0.632 0.196 0.22
H 3.398 -0.622 -1.495 0.21
H 5.789 -3.124 -1.206 0.18
H 5.382 -5.568 -1.024 0.19
H 3.130 -6.369 -0.368 0.19
H 0.921 -6.005 0.292 0.19
H 0.175 -4.649 -0.568 0.20
H 0.602 -4.465 1.114 0.23
Br -3.787 -1.607 2.185 0.10
C -4.592 -1.433 0.488 -0.01
C -5.929 -1.062 0.426 -0.28
C -6.547 -0.891 -0.801 -0.22
C -5.826 -1.092 -1.972 -0.22
C -4.494 -1.460 -1.905 -0.22
C -3.860 -1.635 -0.675 -0.27
I -1.827 -2.129 -0.665 0.27
H -6.475 -0.903 1.345 0.22
H -7.587 -0.597 -0.841 0.21
H -6.298 -0.955 -2.936 0.21
H -3.927 -1.603 -2.812 0.22
```

The total energy results, record by record, are as follows: -503.34751 -985.23622 -227.57085 -824.66460 -6074.82740 Eh.